# 1
Computed, not measured: 2 unconnected molecules or ions with the total composition C2H7N3O4, with ωB97M-V/def2-TZVPD.

Last column: Mulliken charge in e.
Element x y z (Å)
O 3.7578 0.9662 -0.4759  -0.695
H 0.8688 0.4323 -1.8955  0.284
N 1.2111 0.9098 -0.9844  -0.241
H -1.5425 0.4607 0.2280  0.385
O 4.6905 -0.3750 0.9188  -0.589
O -0.0899 -1.2157 -1.0180  -0.625
N 3.7571 -0.0603 0.1877  1.126
N 1.2353 0.3350 0.0992  -0.066
H -0.6698 0.7810 1.5988  0.391
H 0.7741 -1.6428 -1.2871  0.381
O 2.7060 -0.8148 0.1938  -0.496
C -0.9626 -0.0188 0.9699  -1.270
H 2.0870 1.3783 -1.3045  0.350
H 0.7636 -1.3784 0.8165  0.394
C 0.2435 -0.6086 0.2587  0.403
H -1.6246 -0.8775 1.5145  0.267

Forces on the atoms, in the same order (eV/Å):
0.075 0.350 -0.680
-0.269 0.294 2.231
1.073 1.152 -6.287
-1.011 0.280 -0.948
-0.790 -0.042 -0.785
1.049 -0.269 0.486
1.370 -0.121 1.726
1.061 1.968 2.063
0.396 0.340 1.171
-1.451 0.288 0.295
0.128 -0.808 -0.472
-1.165 -2.844 0.492
-0.659 0.419 1.590
-0.405 -0.147 0.623
-1.184 -3.139 -0.212
1.783 2.279 -1.294

Computed properties:
Relative energy (zero: lowest compared OMol25 entry of this formula, charge and spin) in kJ/mol: 542.11
Kohn-Sham gap (alpha / beta) in eV: 9.49 / 9.50
HOMO (alpha / beta) in eV: -10.0 / -10.0
Molar mass in Da: 137.1
Electronic energy in Ha: -545.3863
Largest force on an atom in eV/A: 6.481


# 2
Computed, not measured: C9H14N2O3 in the gas phase, with ωB97M-V/def2-TZVPD.

Last column: Mulliken charge in e.
Element x y z (Å)
N -0.3661 -0.5174 -1.8588  0.192
H 0.6678 -1.6199 2.1837  0.352
C 0.9974 0.1442 0.1046  0.091
H -3.0249 0.1427 -3.4931  0.496
H 1.0778 -0.2170 2.8628  0.341
H 3.6417 1.6367 -0.0546  0.354
C 3.2998 0.6538 -0.1011  -0.942
H -1.6933 1.5449 0.4670  0.381
C -1.0235 1.3379 1.1983  -1.538
C -2.2407 -0.1761 -2.8723  -0.980
H -0.9061 -0.8453 0.5690  0.148
C -1.1009 0.4553 -2.4668  0.549
C -0.2913 0.0103 0.9717  1.171
H -0.3053 2.1877 1.2938  0.312
C 0.1838 -0.6147 2.3723  -1.441
O 0.9201 -0.2710 -1.3551  -0.392
H -2.8770 -2.2751 -2.7396  0.422
H 3.2798 0.4358 -1.2437  0.274
H 3.9414 0.1737 0.5852  0.359
H 0.1088 1.9293 -1.9700  0.361
H -1.6157 1.2819 2.0585  0.475
C -2.0746 -1.5711 -2.6449  -0.694
H -0.5287 -3.5550 -1.9580  0.347
H -0.7551 -0.6659 2.9951  0.350
O -0.2749 -2.8151 -1.4011  -0.489
C -0.9252 -1.7270 -1.9507  0.382
O -0.7202 1.7137 -2.4894  -0.582
N 2.0672 0.5804 0.5668  -0.300

Forces on the atoms, in the same order (eV/Å):
2.971 1.363 1.494
-1.361 0.466 -0.026
-1.271 -0.148 -0.660
-0.748 0.975 -0.387
-0.735 1.223 0.029
0.475 2.033 0.127
-0.483 -0.189 -2.638
-1.835 0.724 -2.707
2.921 -0.279 0.572
0.606 -0.122 -0.795
0.239 1.348 0.057
-1.009 -1.228 0.560
1.611 -1.589 0.836
-0.480 -0.712 0.038
-0.054 -1.027 -0.961
-0.540 0.378 1.203
0.052 -0.375 -0.227
0.350 -0.466 2.097
1.395 -1.322 -0.182
-1.396 -0.905 -0.851
-0.642 -0.131 1.633
-0.655 -0.191 0.835
0.079 -0.253 0.077
1.364 -0.188 -0.274
-0.400 0.757 -0.299
0.133 -1.953 0.029
1.513 2.249 0.468
-2.099 -0.439 -0.048

Computed properties:
Relative energy (zero: lowest compared OMol25 entry of this formula, charge and spin) in kJ/mol: 467.31
Kohn-Sham gap in eV: 8.11
HOMO in eV: -7.5
Molar mass in Da: 198.2
Electronic energy in Ha: -686.4204
Largest force on an atom in eV/A: 3.594


# 3
Computed, not measured: a molecular structure, C3H4MgNaO4, with ωB97M-V/def2-TZVPD.

Last column: Mulliken charge in e.
Element x y z (Å)
O 1.4113 0.5823 0.1763  -0.462
H -1.4360 1.2429 1.4871  0.268
H -0.2689 -1.7820 -0.3373  0.479
H -1.0879 0.3019 -1.5198  0.472
O 1.5328 -1.6590 -0.0791  -0.618
O -2.5362 0.1171 0.0326  -0.351
C 1.0735 -0.5763 0.3052  0.758
Na 3.8409 -3.0485 -0.2992  0.993
Mg 2.9178 1.9339 0.1125  0.770
O -0.3793 -0.7881 0.1146  -0.287
C -1.7505 1.2527 0.4429  -0.454
C -1.2678 0.2134 -0.4473  0.154
H -2.0496 2.2096 0.0116  0.277

Forces on the atoms, in the same order (eV/Å):
0.716 1.329 1.791
-0.147 -0.005 -0.196
-0.980 2.963 1.313
-0.111 -0.052 0.220
1.676 0.160 2.033
0.196 0.017 -0.077
-0.241 -1.869 -4.987
-0.247 -0.058 0.027
-0.026 0.169 0.041
-0.298 -3.070 0.229
0.074 0.209 0.257
-0.670 0.463 -0.785
0.058 -0.255 0.136

Computed properties:
Kohn-Sham gap (alpha / beta) in eV: 7.03 / 9.97
Multiplicity: 2
HOMO (alpha / beta) in eV: -14.7 / -18.0
Molar mass in Da: 151.4
Electronic energy in Ha: -779.4110
Total charge: +2
Largest force on an atom in eV/A: 5.332